Entry 1:
Entry from the OMol25 dataset: a molecular structure, C10H30F3O10V in a non-equilibrium geometry (ωB97M-V with the def2-TZVPD basis set).

Atoms and positions in Å:
O -0.06694 0.18653 2.00994
V -0.54240 -0.42070 0.59406
O -0.52916 0.83135 -0.39869
C 1.78220 -1.54869 -0.96792
O 0.68734 -1.25262 -1.81551
O 1.33352 -1.42263 0.30534
C 2.33594 -2.92061 -1.33739
F 2.76473 -2.87587 -2.61409
F 3.37550 -3.27406 -0.56777
F 1.43307 -3.91368 -1.24401
C 0.92470 -0.46161 -2.95831
C -0.35003 -0.32053 -3.77166
H -0.90446 -1.26008 -3.78958
H -0.97620 0.43237 -3.29268
H -0.06012 -0.04679 -4.78294
H 1.71176 -0.87286 -3.60033
H 1.31804 0.52652 -2.68648
H 2.60114 -0.81802 -1.08929
C 0.13804 4.01938 -2.30371
O 0.27087 3.84309 -3.71047
H -0.63627 3.36601 -1.88638
H 1.07810 3.75237 -1.82809
H -0.13146 5.04627 -2.03829
H -0.52323 4.20157 -4.11504
C 3.06115 1.23835 0.97856
O 3.36256 0.09937 1.75224
H 3.26196 2.16018 1.52880
H 3.70990 1.36050 0.09464
H 2.02772 1.17768 0.64710
H 2.86735 -0.63742 1.35588
C -3.15289 1.69108 1.40658
O -2.71575 0.33587 1.26928
H -2.29126 2.30159 1.65522
H -3.60940 2.01237 0.46978
H -3.87280 1.77593 2.22154
H -3.47126 -0.25609 1.28725
C -2.44872 -3.06576 2.20867
O -1.34483 -2.16967 2.18973
H -3.24080 -2.68891 1.56746
H -2.18679 -4.03972 1.77564
H -2.75472 -3.26259 3.23603
H -0.64307 -2.50966 2.75433
C 1.21331 2.54038 3.96820
O 1.25359 2.35424 5.38337
H 0.22208 2.57142 3.52623
H 1.66898 3.50333 3.69230
H 1.80157 1.75063 3.49529
H 2.18251 2.36341 5.62467
C -1.86049 -2.91586 -0.97907
O -1.93583 -1.49881 -0.77952
H -2.76532 -3.35255 -0.54884
H -1.79488 -3.15283 -2.03783
H -1.03575 -3.38142 -0.44697
H -2.54278 -1.10176 -1.40727

Results
- Charge: 0
- Energy above the lowest of the compared OMol25 structures with the same formula, charge and spin: 4.8 kcal/mol

The net atomic charges from Mulliken, expressed in e, are:
1 O -0.464
2 V 1.176
3 O -0.512
4 C 0.602
5 O -0.009
6 O -1.036
7 C 0.586
8 F -0.285
9 F -0.273
10 F -0.267
11 C -0.452
12 C -1.068
13 H 0.231
14 H 0.108
15 H 0.404
16 H 0.442
17 H 0.321
18 H 0.170
19 C -0.410
20 O -0.524
21 H 0.123
22 H 0.162
23 H 0.377
24 H 0.288
25 C -0.597
26 O -0.637
27 H 0.338
28 H 0.290
29 H 0.103
30 H 0.412
31 C -0.703
32 O -0.193
33 H 0.178
34 H 0.286
35 H 0.319
36 H 0.224
37 C -0.747
38 O -0.244
39 H 0.208
40 H 0.315
41 H 0.301
42 H 0.220
43 C -0.256
44 O -0.552
45 H 0.074
46 H 0.335
47 H 0.124
48 H 0.296
49 C -0.860
50 O 0.004
51 H 0.361
52 H 0.325
53 H 0.248
54 H 0.138

---

Entry 2:
Entry from the OMol25 dataset: a molecular structure, C10H30LiNO13 in a non-equilibrium geometry (ωB97M-V with the def2-TZVPD basis set).

Atoms and positions in Å:
Li -2.09112 -3.73758 2.18754
N -1.17202 -1.33678 0.27105
O -1.24247 -0.08771 0.15931
O -2.14366 -1.95328 0.78527
O -0.09528 -1.90110 0.09977
C -2.37274 0.99061 3.82743
C -1.69152 0.79778 5.18557
O -0.28184 0.58173 4.97268
O -2.88420 -0.24943 3.31514
H -1.68028 1.37424 3.07145
H -3.16600 1.73773 3.86213
H -2.14483 -0.03103 5.72923
H -1.77884 1.73671 5.73376
H -0.12840 -0.36604 4.97941
H -2.13845 -0.85358 3.28289
C 0.32066 0.65113 -3.29142
C 0.82337 -0.56084 -4.03354
O 0.05737 -1.72819 -3.78606
O 0.66197 0.54675 -1.91150
H -0.73597 0.83604 -3.50377
H 0.89888 1.51958 -3.62367
H 1.85698 -0.82850 -3.82675
H 0.80684 -0.32563 -5.11201
H -0.87906 -1.54563 -3.90592
H -0.07871 0.21404 -1.37721
C -3.30995 2.59096 -0.52201
C -3.99471 1.89537 -1.70659
O -5.30481 1.45206 -1.41122
O -3.28444 1.76494 0.61212
H -3.85206 3.51551 -0.29390
H -2.29372 2.86321 -0.83218
H -3.31470 1.09621 -2.00383
H -4.07218 2.60915 -2.54023
H -5.82292 2.23774 -1.21505
H -2.45412 1.26534 0.62396
C 3.76163 -2.27059 -1.45999
C 4.35500 -3.64554 -1.60325
O 3.88496 -4.34659 -2.75263
O 2.39509 -2.34180 -1.10242
H 3.90876 -1.72754 -2.39867
H 4.30000 -1.76634 -0.65229
H 4.27210 -4.27053 -0.70528
H 5.45139 -3.54720 -1.63814
H 4.64953 -4.79563 -3.11924
H 2.22859 -1.68781 -0.41389
C 2.73947 1.49221 0.94760
C 1.68177 1.53065 2.04721
O 0.44742 1.87171 1.45784
O 2.49903 0.30671 0.18782
H 3.74947 1.47318 1.37249
H 2.63820 2.43727 0.41010
H 1.92486 2.21683 2.86238
H 1.65198 0.56225 2.56396
H 0.20156 1.13010 0.89136
H 2.24209 0.60712 -0.69676

Results
- Charge: 0
- Energy above the lowest of the compared OMol25 structures with the same formula, charge and spin: 21.1 kcal/mol

The net atomic charges from Mulliken, expressed in e, are:
1 Li 0.941
2 N 0.859
3 O -0.437
4 O -0.750
5 O -0.600
6 C 0.159
7 C -0.661
8 O -0.482
9 O -0.470
10 H -0.031
11 H 0.386
12 H 0.276
13 H 0.324
14 H 0.280
15 H 0.217
16 C -0.547
17 C -0.291
18 O -0.513
19 O -0.211
20 H 0.310
21 H 0.329
22 H 0.076
23 H 0.374
24 H 0.299
25 H 0.119
26 C -0.399
27 C -0.277
28 O -0.527
29 O -0.459
30 H 0.406
31 H 0.246
32 H 0.118
33 H 0.303
34 H 0.322
35 H 0.275
36 C -0.094
37 C -0.682
38 O -0.493
39 O -0.430
40 H 0.185
41 H 0.268
42 H 0.291
43 H 0.389
44 H 0.295
45 H 0.348
46 C -0.650
47 C -0.248
48 O -0.492
49 O -0.228
50 H 0.357
51 H 0.269
52 H 0.433
53 H 0.153
54 H 0.173
55 H 0.186

---

Entry 3:
Entry from the OMol25 dataset: a molecular structure, C10H30LiO5S5 in a non-equilibrium geometry (ωB97M-V with the def2-TZVPD basis set).

Atoms and positions in Å:
Li 0.25359 -0.05731 -0.01147
C 1.42959 -2.30631 2.86053
S 2.16059 -0.71931 2.55853
O 1.83059 -0.34031 1.09753
C 0.86459 0.29669 3.38753
H 1.36359 -2.65631 3.90753
H 2.22059 -3.03431 2.47953
H 0.44359 -2.19631 2.39353
H -0.05641 0.22969 2.92653
H 0.91559 1.35869 3.31153
H 0.73159 0.21769 4.38253
C 0.18259 -2.96631 -2.98447
S 1.52259 -2.04731 -2.51147
O 0.88359 -0.97231 -1.58847
C 2.15959 -3.28631 -1.32247
H -0.55441 -3.27131 -2.19647
H 0.39759 -3.82431 -3.66547
H -0.61041 -2.26631 -3.58947
H 2.28059 -4.27531 -1.92147
H 1.40059 -3.35231 -0.78447
H 3.29159 -3.16631 -0.99947
C -3.47141 -0.77031 -0.89747
S -2.51541 -2.06831 -0.20747
O -1.24241 -1.43731 0.35553
C -3.63341 -2.43831 1.21553
H -4.41541 -1.23731 -1.44847
H -2.91441 -0.40131 -1.67347
H -3.71341 -0.14631 -0.10247
H -3.97441 -1.79531 1.83253
H -3.18941 -3.21831 1.94853
H -4.42641 -3.12431 0.87653
C 1.70659 2.77669 -0.71847
S 3.17159 2.84169 -1.70347
O 4.30759 3.29169 -0.76347
C 3.44559 1.18369 -1.89347
H 1.62359 1.96669 -0.20447
H 0.84959 2.83669 -1.36947
H 1.60359 3.61369 -0.04447
H 2.54559 0.93869 -2.49547
H 3.39259 0.61869 -1.15447
H 4.32859 0.93669 -2.60447
C -2.64341 3.13869 -0.51047
S -1.57941 2.55169 0.83753
O -0.61941 1.54969 0.22353
C -0.81341 4.17169 1.15553
H -2.09141 3.58469 -1.35647
H -3.26441 3.90169 -0.31047
H -3.14941 2.21869 -0.58147
H -0.73141 4.71569 0.42053
H -0.08141 3.90269 1.86153
H -1.61641 4.53269 1.58253

Results
- Charge: +1
- Energy above the lowest of the compared OMol25 structures with the same formula, charge and spin: 45.5 kcal/mol

The net atomic charges from Mulliken, expressed in e, are:
1 Li 1.248
2 C -0.597
3 S 0.286
4 O -0.704
5 C -1.070
6 H 0.426
7 H 0.289
8 H 0.017
9 H 0.135
10 H 0.406
11 H 0.579
12 C -0.791
13 S 0.333
14 O -0.591
15 C -0.730
16 H 0.167
17 H 0.405
18 H 0.274
19 H 0.392
20 H 0.164
21 H 0.291
22 C -0.957
23 S 0.487
24 O -0.681
25 C -1.312
26 H 0.394
27 H 0.389
28 H 0.255
29 H 0.530
30 H 0.350
31 H 0.392
32 C -0.450
33 S 0.387
34 O -0.666
35 C -0.624
36 H -0.098
37 H 0.403
38 H 0.336
39 H 0.239
40 H 0.214
41 H 0.318
42 C -1.048
43 S 0.465
44 O -0.198
45 C -1.807
46 H 0.336
47 H 0.580
48 H 0.131
49 H 0.566
50 H 0.355
51 H 0.789

---

Entry 4:
Entry from the OMol25 dataset: a molecular structure, C10H30N6O4Pb in a non-equilibrium geometry (ωB97M-V with the def2-TZVPD basis set).

Atoms and positions in Å:
Pb 1.63732 -0.50236 0.12987
C 2.26423 3.15023 -0.83332
O 2.03815 1.91831 -0.81503
N 3.37005 3.65216 -1.41335
N 1.42257 4.07373 -0.31069
H 3.51544 4.63640 -1.52533
H 4.12107 2.98687 -1.50796
H 0.56976 3.77234 0.12278
H 1.83335 4.96867 -0.12988
C 0.09915 2.11347 2.43874
O 0.38740 1.20361 1.63508
N -1.17491 2.53474 2.57249
N 1.02261 2.93867 3.00040
H -1.45289 3.41495 2.96540
H -1.80068 2.07660 1.92814
H 0.73686 3.85077 3.31094
H 2.01790 2.81434 3.03176
C -1.25052 1.72515 -1.31741
C -1.50400 0.25943 -1.61651
C -2.25678 0.06751 -2.93667
O -3.20527 1.05455 -3.16003
C -4.54834 0.66437 -3.37420
N -0.33393 -0.63808 -1.57296
H -0.76873 2.28421 -2.12491
H -0.55579 1.90165 -0.49240
H -2.13466 2.29666 -1.04028
H -2.24918 -0.04709 -0.87497
H -2.63548 -0.95630 -3.06159
H -1.51740 0.06666 -3.75635
H -4.83436 -0.07899 -2.61839
H -4.72517 0.08917 -4.28986
H -5.16265 1.55623 -3.35143
H -0.66380 -1.56854 -1.85526
H 0.15217 -0.49330 -2.47079
C 2.22836 -5.20577 1.20855
C 1.64020 -3.85585 0.85782
C 0.60831 -3.34847 1.83877
O 0.08278 -2.07641 1.46484
C -1.10479 -1.65448 2.14501
N 2.71593 -2.84375 0.65217
H 2.57012 -5.28852 2.24238
H 2.91924 -5.56810 0.44996
H 1.43959 -5.96796 1.20880
H 1.22933 -4.01670 -0.14365
H 0.97608 -3.33199 2.87232
H -0.20415 -4.07784 1.92379
H -1.59801 -0.87086 1.57773
H -0.81352 -1.21039 3.10028
H -1.74133 -2.51358 2.35100
H 3.38923 -3.34436 0.07378
H 3.24910 -2.61173 1.49042

Results
- Charge: +2
- Energy above the lowest of the compared OMol25 structures with the same formula, charge and spin: 0.0 kcal/mol

The net atomic charges from Mulliken, expressed in e, are:
1 Pb 1.571
2 C 0.595
3 O -0.623
4 N -0.475
5 N -0.312
6 H 0.176
7 H 0.231
8 H 0.202
9 H 0.224
10 C 0.337
11 O -0.402
12 N -0.377
13 N -0.347
14 H 0.220
15 H 0.220
16 H 0.189
17 H 0.201
18 C -0.707
19 C 0.650
20 C -1.212
21 O -0.345
22 C -0.746
23 N -0.423
24 H 0.372
25 H -0.477
26 H 0.466
27 H -0.038
28 H 0.538
29 H 0.481
30 H 0.336
31 H 0.311
32 H 0.246
33 H 0.285
34 H 0.365
35 C -1.592
36 C 0.448
37 C -0.810
38 O -0.086
39 C -0.642
40 N -0.530
41 H 0.384
42 H 0.439
43 H 0.398
44 H 0.143
45 H 0.448
46 H 0.421
47 H 0.050
48 H 0.298
49 H 0.358
50 H 0.267
51 H 0.276

---

no.,Kohn-Sham gap (eV),LUMO (Eh)
1,8.90,-0.0110
2,6.93,-0.0756
3,8.17,-0.0792
4,8.13,-0.2303